No. 1
# C3H3NS

A single C3H3NS molecule at a distorted geometry (ωB97M-V with the def2-TZVPD basis set, the Open Molecules 2025 dataset).

The geometry in ORCA input format:
```
! RIJCOSX wB97M-V def2-TZVPD def2/J DEFGRID3
* xyz 0 1
C -2.54 -0.69 -0.07
C -1.61 0.06 0.00
C -0.57 1.01 -0.02
N 0.74 0.80 0.13
S 1.52 -0.50 -0.01
H -2.99 -1.59 0.34
H -1.00 2.06 -0.25
H 2.82 -0.42 -0.27
*
```

Values from the calculation:
**HOMO**: -8.6 eV
**LUMO**: -0.0097 hartree
**Energy**: -568.8969 Eh
**Largest force on an atom**: 6.484 eV Å⁻¹
**Energy relative to the best compared isomer or geometry (same formula, charge and spin)**: 75.74 kcal/mol
**Structure (SMILES)**: C#C/C=N\S



No. 2
# C3H3NS

2 unconnected molecules or ions with the total composition C3H3NS at a distorted geometry (ωB97M-V with the def2-TZVPD basis set, the Open Molecules 2025 dataset).

The geometry in ORCA input format:
```
! RIJCOSX wB97M-V def2-TZVPD def2/J DEFGRID3
* xyz 0 1
C -2.69 -1.34 -0.22
C -2.76 0.00 -0.11
C -0.17 0.06 0.03
N -2.42 -2.45 0.03
S -3.11 1.54 0.08
H -0.25 -0.88 0.62
H -0.21 0.99 0.50
H 0.22 0.17 -0.99
*
```

Values from the calculation:
**HOMO (spin up / spin down)**: -8.7 / -8.2 eV
**LUMO (spin up / spin down)**: -0.0593 / -0.0709 hartree
**Energy**: -568.8699 Eh
**Largest force on an atom**: 3.273 eV Å⁻¹
**Energy relative to the best compared isomer or geometry (same formula, charge and spin)**: 92.70 kcal/mol